(1)
DFT (ωB97M-V/def2-TZVPD) results for C24H18AsCl5F6N2RuS2 as an isolated structure at a distorted geometry.

```
! wB97M-V def2-TZVPD RIJCOSX def2/J DEFGRID3
* xyz 2 5
Ru -1.81 2.28 0.04
Cl -3.10 -1.16 0.69
C -4.13 0.20 0.49
C -3.59 1.47 0.25
C -4.47 2.54 0.10
Cl -3.65 4.07 -0.18
C -5.84 2.44 0.16
Cl -6.83 3.80 -0.04
C -6.36 1.15 0.40
Cl -8.04 0.95 0.49
C -5.51 0.04 0.56
Cl -6.18 -1.50 0.85
S -0.64 1.08 1.74
C 0.58 0.40 0.77
N 1.57 -0.25 1.32
C 2.67 -0.78 0.49
C 2.89 0.13 -0.69
N 1.62 0.33 -1.40
C 1.73 0.41 -2.88
C 2.09 -0.95 -3.44
C 3.32 -1.14 -4.05
C 3.65 -2.39 -4.56
C 2.75 -3.44 -4.45
C 1.52 -3.25 -3.84
C 1.19 -2.00 -3.33
C 0.52 0.48 -0.74
S -1.00 0.71 -1.50
C 1.63 -0.41 2.78
C 0.42 -1.09 3.35
C -0.13 -2.22 2.73
C -1.19 -2.87 3.30
C -1.73 -2.39 4.52
C -1.19 -1.27 5.15
C -0.12 -0.62 4.58
H 2.42 -1.80 0.18
H 3.57 -0.81 1.10
H 3.59 -0.34 -1.38
H 3.26 1.11 -0.39
H 2.51 1.14 -3.08
H 0.79 0.79 -3.27
H 4.02 -0.32 -4.15
H 4.60 -2.54 -5.05
H 3.01 -4.42 -4.85
H 0.82 -4.07 -3.77
H 0.21 -1.85 -2.88
H 1.77 0.58 3.23
H 2.52 -1.00 2.99
H 0.29 -2.59 1.80
H -1.62 -3.75 2.84
H -2.57 -2.91 4.97
H -1.61 -0.92 6.08
H 0.31 0.25 5.05
F -0.41 3.77 -0.18
As 1.47 4.17 -0.46
F 3.12 4.40 -0.70
F 0.92 5.47 -1.40
F 1.30 3.10 -1.81
F 1.34 5.05 0.98
F 1.74 2.72 0.50
*
```

Computed properties:
gap between HOMO and LUMO (spin up / spin down) = 6.38 / 4.58 eV
E_LUMO (spin up / spin down) = -7.927 / -9.798 eV
<S²> = 6.06
calculated total energy = -192153.932 eV
ΔE to the lowest compared entry with this formula, charge and spin = 0.0000 eV
F_max = 0.0299 hartree/bohr
HOMO energy (spin up / spin down) = -14.3 / -14.4 eV

---

(2)
DFT (ωB97M-V/def2-TZVPD) results for C24H18BaBrN5O9S as an isolated structure at a distorted geometry.

```
! wB97M-V def2-TZVPD RIJCOSX def2/J DEFGRID3
* xyz -2 1
Ba 1.04 -0.62 0.56
O 0.03 3.49 -2.12
C -0.08 2.41 -1.48
N 0.79 1.73 -0.79
C 2.14 2.29 -0.75
C 3.04 1.31 0.03
C 4.48 1.71 0.23
C 5.48 0.83 0.24
C 5.28 -0.63 -0.08
C 4.01 -0.79 -0.89
N 3.04 0.01 -0.86
C -1.50 1.80 -1.44
C -2.57 2.64 -1.74
C -3.86 2.16 -1.67
C -4.06 0.83 -1.31
C -2.94 0.06 -1.05
N -1.69 0.52 -1.11
H 2.15 3.25 -0.22
H 2.53 2.47 -1.76
H 4.66 2.75 0.48
H 6.49 1.14 0.48
H 6.11 -0.99 -0.69
H 3.92 -1.70 -1.49
H -2.33 3.66 -2.02
H -4.71 2.81 -1.89
H -5.05 0.40 -1.23
H -3.06 -0.98 -0.76
O -0.40 -2.09 -4.23
C 0.06 -2.23 -2.96
O 1.14 -1.86 -2.61
C -0.90 -2.97 -2.06
C -1.72 -3.98 -2.51
C -2.52 -4.61 -1.57
C -2.50 -4.17 -0.27
C -1.66 -3.12 0.09
N -0.84 -2.55 -0.80
C -1.76 -2.52 1.53
O -2.73 -2.93 2.18
O -0.88 -1.68 1.83
H 0.28 -1.56 -4.68
H -1.71 -4.26 -3.56
H -3.16 -5.43 -1.87
H -3.13 -4.58 0.51
O 5.29 -1.56 1.04
S 3.87 -1.53 2.08
O 4.33 -2.31 3.23
O 2.49 1.11 1.28
O 2.86 -2.24 1.22
Br -2.52 3.92 5.59
C -2.06 2.84 4.09
C -3.02 2.06 3.50
C -2.64 1.30 2.40
N -1.41 1.30 1.90
C -0.49 2.06 2.50
C -0.76 2.85 3.61
H -4.04 2.02 3.87
H -3.35 0.65 1.90
H 0.52 2.04 2.08
H 0.01 3.45 4.06
*
```

Computed properties:
gap between HOMO and LUMO = 5.91 eV
E_LUMO = 3.759 eV
calculated total energy = -132633.562 eV
ΔE to the lowest compared entry with this formula, charge and spin = 3.5383 eV
F_max = 0.0532 hartree/bohr
HOMO energy = -2.2 eV

---

(3)
DFT (ωB97M-V/def2-TZVPD) results for C24H18Cl3FO3PPtSSi as an isolated structure.

```
! wB97M-V def2-TZVPD RIJCOSX def2/J DEFGRID3
* xyz 1 1
Pt -0.18 0.09 -0.77
O 4.19 0.13 -0.47
S 2.84 0.55 -0.40
O 1.95 0.13 -1.50
O 2.13 0.04 0.89
C 2.75 2.29 -0.21
C 3.97 2.96 -0.18
C 3.99 4.34 -0.05
C 2.80 5.04 0.05
C 1.59 4.37 0.00
C 1.54 2.98 -0.13
P -0.16 2.29 -0.23
C -0.90 3.23 -1.57
C -1.79 4.29 -1.36
C -2.30 4.98 -2.46
C -1.92 4.62 -3.74
C -1.03 3.58 -3.95
C -0.52 2.88 -2.87
C -0.91 2.69 1.35
C -2.30 2.78 1.47
C -2.87 3.02 2.71
C -2.06 3.15 3.83
C -0.68 3.05 3.72
C -0.11 2.82 2.48
H 4.88 2.39 -0.25
H 4.94 4.86 -0.02
H 2.81 6.11 0.15
H 0.67 4.93 0.07
H -2.08 4.57 -0.36
H -2.99 5.79 -2.30
H -2.33 5.16 -4.59
H -0.73 3.31 -4.95
H 0.18 2.07 -3.03
H -2.94 2.65 0.60
H -3.94 3.10 2.79
H -2.51 3.34 4.80
H -0.06 3.15 4.59
H 0.97 2.74 2.40
F -6.23 0.24 -0.03
C -4.90 0.19 -0.15
C -4.15 -0.30 0.90
C -2.77 -0.33 0.77
C -2.16 0.12 -0.39
C -2.94 0.59 -1.44
C -4.32 0.64 -1.33
H -4.64 -0.64 1.79
H -2.18 -0.69 1.60
H -2.49 0.95 -2.36
H -4.95 1.00 -2.13
Cl 2.55 -2.79 0.84
Si 1.10 -1.38 0.76
Cl -0.10 -2.33 -0.75
Cl 0.12 -1.37 2.53
*
```

Computed properties:
gap between HOMO and LUMO = 8.31 eV
E_LUMO = -3.510 eV
calculated total energy = -102855.410 eV
ΔE to the lowest compared entry with this formula, charge and spin = 0.0000 eV
F_max = 0.0185 hartree/bohr
HOMO energy = -11.8 eV

---

(4)
DFT (ωB97M-V/def2-TZVPD) results for C24H18F3IN7O3ReS3SbSe4 as an isolated structure.

```
! wB97M-V def2-TZVPD RIJCOSX def2/J DEFGRID3
* xyz 2 2
Re -0.07 -0.97 0.22
N 2.88 -1.54 1.41
C 2.86 -0.36 0.77
N 1.81 0.12 0.10
C 2.17 1.34 -0.49
C 3.42 1.78 -0.21
S 4.25 0.66 0.78
C 1.31 2.04 -1.45
C 1.60 2.30 -2.73
S 0.28 3.06 -3.57
C -0.67 3.02 -2.15
N 0.01 2.47 -1.11
N -1.92 3.45 -2.06
H 2.24 -2.24 1.07
H 3.78 -1.91 1.70
H 3.87 2.70 -0.54
H 2.49 2.02 -3.27
H -2.34 3.91 -2.86
H -2.33 3.66 -1.16
I 1.55 2.57 4.81
C 0.78 0.73 4.22
C 0.41 -0.24 5.15
C -0.10 -1.43 4.67
C -0.21 -1.63 3.31
N 0.16 -0.71 2.40
C 0.65 0.45 2.88
H 0.52 -0.06 6.21
H -0.41 -2.22 5.34
H -0.61 -2.55 2.92
H 0.98 1.18 2.15
Se -0.96 -3.86 -2.69
Sb 1.21 -4.57 -1.88
Se 2.98 -2.97 -1.92
Se 1.39 -6.58 -0.75
Se -0.41 -3.17 0.29
O -1.47 0.74 0.55
C -1.21 1.89 0.89
N -0.35 2.71 0.19
S -0.09 4.30 0.89
O -0.63 5.21 -0.06
O 1.26 4.37 1.30
C -1.20 3.91 2.19
C -1.56 4.74 3.22
C -2.46 4.24 4.16
C -2.97 2.95 4.05
C -2.59 2.11 3.01
C -1.70 2.61 2.07
H -1.16 5.75 3.31
H -2.77 4.87 4.98
H -3.67 2.59 4.80
H -2.97 1.10 2.92
F -2.73 -0.54 -6.26
C -1.60 0.06 -5.89
F -0.64 -0.23 -6.77
F -1.81 1.40 -5.94
C -1.20 -0.31 -4.48
C -2.19 -0.47 -3.52
C -1.79 -0.72 -2.22
N -0.50 -0.77 -1.86
C 0.44 -0.68 -2.81
C 0.13 -0.46 -4.13
H -3.24 -0.43 -3.76
H -2.51 -0.88 -1.43
H 1.46 -0.84 -2.49
H 0.91 -0.42 -4.87
*
```

Computed properties:
gap between HOMO and LUMO (spin up / spin down) = 5.18 / 5.18 eV
E_LUMO (spin up / spin down) = -6.930 / -6.923 eV
<S²> = 1.18
calculated total energy = -360550.536 eV
ΔE to the lowest compared entry with this formula, charge and spin = 0.6625 eV
F_max = 0.0167 hartree/bohr
HOMO energy (spin up / spin down) = -12.1 / -12.1 eV

---

Repeat the third record exactly.
DFT (ωB97M-V/def2-TZVPD) results for C24H18Cl3FO3PPtSSi as an isolated structure.

```
! wB97M-V def2-TZVPD RIJCOSX def2/J DEFGRID3
* xyz 1 1
Pt -0.18 0.09 -0.77
O 4.19 0.13 -0.47
S 2.84 0.55 -0.40
O 1.95 0.13 -1.50
O 2.13 0.04 0.89
C 2.75 2.29 -0.21
C 3.97 2.96 -0.18
C 3.99 4.34 -0.05
C 2.80 5.04 0.05
C 1.59 4.37 0.00
C 1.54 2.98 -0.13
P -0.16 2.29 -0.23
C -0.90 3.23 -1.57
C -1.79 4.29 -1.36
C -2.30 4.98 -2.46
C -1.92 4.62 -3.74
C -1.03 3.58 -3.95
C -0.52 2.88 -2.87
C -0.91 2.69 1.35
C -2.30 2.78 1.47
C -2.87 3.02 2.71
C -2.06 3.15 3.83
C -0.68 3.05 3.72
C -0.11 2.82 2.48
H 4.88 2.39 -0.25
H 4.94 4.86 -0.02
H 2.81 6.11 0.15
H 0.67 4.93 0.07
H -2.08 4.57 -0.36
H -2.99 5.79 -2.30
H -2.33 5.16 -4.59
H -0.73 3.31 -4.95
H 0.18 2.07 -3.03
H -2.94 2.65 0.60
H -3.94 3.10 2.79
H -2.51 3.34 4.80
H -0.06 3.15 4.59
H 0.97 2.74 2.40
F -6.23 0.24 -0.03
C -4.90 0.19 -0.15
C -4.15 -0.30 0.90
C -2.77 -0.33 0.77
C -2.16 0.12 -0.39
C -2.94 0.59 -1.44
C -4.32 0.64 -1.33
H -4.64 -0.64 1.79
H -2.18 -0.69 1.60
H -2.49 0.95 -2.36
H -4.95 1.00 -2.13
Cl 2.55 -2.79 0.84
Si 1.10 -1.38 0.76
Cl -0.10 -2.33 -0.75
Cl 0.12 -1.37 2.53
*
```

Computed properties:
gap between HOMO and LUMO = 8.31 eV
E_LUMO = -3.510 eV
calculated total energy = -102855.410 eV
ΔE to the lowest compared entry with this formula, charge and spin = 0.0000 eV
F_max = 0.0185 hartree/bohr
HOMO energy = -11.8 eV

---

> Among the records above, which one has the highest F_max?

C24H18BaBrN5O9S

---

> Number 1 is which compound?

C24H18AsCl5F6N2RuS2

---

> Among the records above, which one has the highest calculated total energy?

C24H18Cl3FO3PPtSSi